# C30H42GeIrN7O6S2

C30H42GeIrN7O6S2 as an isolated structure (ωB97M-V/def2-TZVPD, the Open Molecules 2025 dataset).

```
89
Properties=species:S:1:pos:R:3:forces:R:3:mulliken_spin:R:1
Ir -1.99847 0.07009 -1.34134 0.27 0.03 0.20 -0.03
N -2.22148 1.41094 0.22112 0.01 -0.01 0.09 0.00
C -2.66126 0.88972 1.53282 -0.04 -0.02 -0.01 0.00
C -3.97622 0.13128 1.41985 0.05 -0.02 -0.02 0.00
C -3.87720 -1.18983 0.67189 -0.02 0.05 0.01 0.00
N -3.61237 -1.00885 -0.78127 -0.11 -0.12 -0.08 0.00
H -1.28921 1.82850 0.28868 -0.05 -0.05 0.03 0.00
H -2.88871 2.13016 -0.06977 0.02 0.04 0.00 0.00
H -2.77217 1.72563 2.22481 -0.02 0.01 -0.01 0.00
H -1.87460 0.25186 1.94220 -0.02 0.03 0.00 0.00
H -4.73284 0.76717 0.95346 0.00 0.00 0.00 0.00
H -4.33148 -0.08634 2.42813 0.01 -0.02 0.00 0.00
H -4.81855 -1.73418 0.76200 0.00 -0.01 0.01 0.00
H -3.09433 -1.82547 1.08777 0.00 0.00 0.01 0.00
H -4.43899 -0.56476 -1.21447 0.01 -0.04 0.03 0.00
H -3.51910 -1.92449 -1.21870 0.00 -0.01 0.02 0.00
C -1.73845 -2.09043 -6.51564 0.03 0.02 0.00 0.00
N -1.61073 -2.07318 -5.07212 -0.08 -0.11 0.01 0.00
C -0.87777 -3.04946 -4.29868 0.03 0.02 -0.01 0.00
C -1.06337 -2.52341 -2.89666 0.00 0.03 0.05 0.00
O -0.66516 -3.08346 -1.89716 -0.03 -0.13 -0.06 0.00
N -1.77225 -1.33480 -2.94554 -0.12 0.11 -0.14 -0.01
C -2.09848 -1.14393 -4.25978 0.18 0.05 0.03 0.01
N -2.82884 -0.13207 -4.68979 -0.09 -0.04 0.00 0.03
H -0.96856 -2.74308 -6.91831 0.00 0.00 0.00 0.00
H -1.56793 -1.09394 -6.92506 0.01 0.00 0.00 0.00
H -2.71474 -2.46191 -6.83119 -0.01 0.01 0.00 0.00
H 0.18651 -3.04554 -4.54390 -0.02 0.00 -0.01 0.00
H -1.28498 -4.05681 -4.39160 -0.01 0.00 -0.01 0.00
H -3.09696 0.59586 -4.03066 0.05 -0.01 0.00 -0.03
H -3.05900 -0.05158 -5.66399 0.04 0.03 -0.01 0.00
N -0.71453 -1.04450 -0.17933 -0.14 0.18 0.01 0.00
H -1.05536 -1.29127 0.74322 0.01 0.02 0.03 0.00
H 0.10864 -0.43560 -0.07083 -0.14 -0.18 0.05 0.00
H -0.44303 -1.91635 -0.64803 0.04 -0.05 0.00 0.00
O 1.44646 2.63059 -1.99871 -0.07 0.17 -0.35 0.25
C 1.06530 2.19507 -0.89997 0.01 -0.24 -0.29 -0.03
O 0.20973 1.26490 -0.78753 -0.27 0.11 0.82 0.03
C 1.66192 2.81163 0.35990 -0.09 -0.10 0.03 0.03
C 1.35379 2.05881 1.65524 -0.02 0.09 -0.08 0.00
Ge 2.51150 0.58367 2.24864 0.04 0.00 0.03 0.00
C 4.28597 1.29013 2.59570 0.02 0.00 -0.05 0.00
C 4.46071 2.37154 3.46129 -0.03 0.01 -0.01 0.00
C 5.72173 2.90143 3.69039 0.00 0.00 0.00 0.00
C 6.82694 2.35837 3.04893 0.00 0.00 0.00 0.00
C 6.66789 1.28763 2.18203 0.00 0.00 0.00 0.00
C 5.40409 0.75710 1.95737 0.01 -0.02 0.02 0.00
C 2.60446 -0.97969 1.07784 -0.06 -0.01 -0.04 0.00
C 2.91015 -2.20436 1.67826 -0.08 0.02 0.02 0.00
C 2.98730 -3.36973 0.93011 -0.01 -0.03 -0.01 0.00
C 2.75078 -3.33404 -0.43723 -0.01 0.00 -0.01 0.00
C 2.45434 -2.12742 -1.05466 0.06 0.01 0.04 0.00
C 2.38890 -0.96016 -0.30199 0.30 0.00 -0.04 0.01
C 1.64011 -0.02360 3.89148 0.00 -0.06 0.02 0.00
C 0.38496 -0.62785 3.80215 0.03 -0.02 0.01 0.00
C -0.29760 -1.05283 4.93165 0.00 -0.01 -0.01 0.00
C 0.27495 -0.87946 6.18532 0.00 0.00 0.00 0.00
C 1.52609 -0.29282 6.29436 0.01 0.01 -0.01 0.00
C 2.20307 0.12954 5.15540 0.01 0.03 0.00 0.00
H 1.25217 3.82497 0.41192 0.00 0.01 -0.08 0.00
H 2.72911 2.94231 0.17825 0.05 -0.03 0.07 0.01
H 0.32953 1.67871 1.64346 -0.03 0.02 0.02 0.00
H 1.39442 2.75690 2.49655 0.03 0.00 -0.02 0.00
H 3.60624 2.81011 3.96732 0.00 0.00 0.00 0.00
H 5.84328 3.73794 4.36649 0.00 0.00 0.00 0.00
H 7.81153 2.77163 3.22491 0.00 0.00 0.00 0.00
H 7.52802 0.86473 1.67927 0.00 0.00 0.00 0.00
H 5.29056 -0.08121 1.27881 0.00 0.00 0.00 0.00
H 3.08091 -2.25325 2.74858 0.00 0.00 0.00 0.00
H 3.22898 -4.30697 1.41507 0.00 0.00 0.00 0.00
H 2.80626 -4.24409 -1.02068 -0.01 0.00 0.00 0.00
H 2.28188 -2.08404 -2.12201 0.01 0.01 -0.05 -0.01
H 2.18160 -0.03024 -0.81835 0.06 -0.08 0.03 -0.01
H -0.05309 -0.80044 2.82112 0.00 0.01 0.00 0.00
H -1.26535 -1.53209 4.84153 0.00 0.01 0.00 0.00
H -0.24869 -1.21180 7.07207 0.00 0.00 0.00 0.00
H 1.98064 -0.16750 7.26862 0.00 0.00 0.00 0.00
H 3.18461 0.57826 5.25721 0.00 0.00 0.01 0.00
C -5.12138 2.91979 -3.35120 -0.03 0.00 -0.02 0.00
S -4.61197 1.84729 -2.05826 0.12 -0.01 0.00 0.00
O -5.47625 0.68125 -2.04543 -0.01 0.01 0.00 0.00
O -4.56033 2.60371 -0.82844 -0.03 0.03 0.01 0.00
O -3.20491 1.43565 -2.48286 -0.09 -0.04 0.02 0.00
H -6.06358 3.36384 -3.03691 -0.01 -0.01 -0.01 0.00
H -5.26368 2.33846 -4.25910 0.01 0.01 0.00 0.00
H -4.36353 3.68796 -3.48202 -0.01 0.01 0.01 0.00
S -0.22937 1.60330 -3.50154 0.07 0.32 -0.30 0.63
C 0.62979 0.26071 -3.94127 0.29 0.06 0.00 -0.07
N 1.23104 -0.68025 -4.26120 -0.15 -0.11 0.05 0.18
```
Positions in Å, forces in eV/Å.

The expectation value of S² is 0.759. Its total charge is +1. The energy comes out at -135530.193 eV. For the HOMO energy (spin up / spin down), the calculation gives -0.404 / -0.404 Eh. The maximum force is 0.017 Eh/bohr. Its spin multiplicity is 2. The energy above the lowest of the compared OMol25 structures with the same formula, charge and spin comes out at 1.4183 eV. Its molecular weight is 925.67 g mol⁻¹.